DFT (wB97M-V/def2-TZVPD) results for a structure of composition C10H19N3O5 in a non-equilibrium geometry.

As for the gap between HOMO and LUMO: 9.83 eV. As for the spin multiplicity: 1. The energy above the lowest of the compared OMol25 structures with the same formula, charge and spin is 4.7507 eV. The net charge is 0. The value obtained for the HOMO energy is -9.5 eV.

XYZ file:
```
37
Properties=species:S:1:pos:R:3:forces:R:3:lowdin_charge:R:1
C 0.34208 -0.81535 2.71218 -2.261 -1.270 -0.403 -0.36
C -0.65961 -0.36174 1.57428 -0.737 2.249 3.278 -0.46
C -0.29054 -2.23570 3.03106 0.697 1.040 -0.867 -0.02
C 0.38849 -2.96855 4.18582 -0.028 -4.179 -0.043 -0.52
C -1.09274 -0.44055 -0.82043 2.535 -0.094 0.859 -0.22
C -0.88283 -1.49579 -1.88976 1.648 -3.402 5.701 -0.48
C -0.70647 0.90477 -1.39260 -1.593 1.302 -0.053 -0.18
C 0.82032 1.04577 -1.46947 0.216 -2.217 0.591 -0.24
C 1.07975 2.43484 -1.93786 2.682 1.063 -0.397 -0.29
C 0.24484 2.86997 -3.08881 -3.239 -2.526 -1.936 -0.27
H 0.90098 0.89944 3.52357 -1.084 -1.034 1.318 0.12
H -0.60547 0.09377 4.49224 4.354 0.200 -2.875 0.25
H 1.31355 -0.80673 2.27229 0.892 -0.801 -0.520 0.13
H -0.22308 -2.67925 1.98811 -0.481 -0.604 1.876 0.14
H -1.36086 -2.03110 3.36287 1.194 -0.374 -0.630 0.16
H 0.76782 -1.30026 5.02426 0.022 0.409 -0.295 0.05
H 0.47124 -1.57002 0.31912 -1.858 2.153 -0.176 0.19
H -2.11712 -0.52376 -0.54946 -0.971 0.168 0.365 0.15
H -1.23070 0.81727 -2.46673 1.320 1.185 2.424 0.14
H -1.07614 1.84382 -0.69771 0.353 -2.459 -1.908 0.18
H 1.24989 0.95387 -0.37725 -0.664 -0.183 -2.308 0.14
H 1.22565 0.18307 -2.16287 -0.448 1.765 1.394 0.15
H 2.13197 2.54639 -2.45585 -1.350 -0.230 1.665 0.14
H 1.05872 3.05444 -0.99939 -0.110 0.064 -1.288 0.13
H -0.95041 2.74302 -3.00525 2.785 0.308 0.215 0.13
H 0.36525 3.90806 -3.29691 0.588 0.709 -0.692 0.08
H 0.14699 2.11277 -5.11413 0.621 -0.103 0.417 0.05
H 1.69352 1.81273 -4.33781 -3.018 0.123 -0.158 0.10
H -1.46982 -2.06657 -3.46711 -1.126 1.539 0.616 0.20
N 0.51871 -0.02288 3.88240 -3.804 2.289 1.860 -0.01
N -0.24277 -0.74880 0.37742 -0.028 -1.882 -1.571 0.09
N 0.59082 1.80049 -4.23999 1.826 2.200 1.311 -0.03
O -1.66252 0.33032 1.90668 2.093 -1.616 -1.580 0.02
O 0.56353 -4.19951 4.28910 -0.639 2.942 -1.201 0.05
O 0.66263 -2.24575 5.23848 0.456 0.491 1.095 0.10
O -0.25312 -2.56086 -1.55617 -1.889 3.559 -2.800 0.05
O -1.71256 -1.28165 -2.85432 1.045 -2.782 -3.281 0.15
```
Forces are in eV/Å.

---

DFT (wB97M-V/def2-TZVPD) results for an isolated molecule of C4H9NOS in a non-equilibrium geometry.

As for the gap between HOMO and LUMO: 9.22 eV. As for the spin multiplicity: 1. The energy above the lowest of the compared OMol25 structures with the same formula, charge and spin is 4.2155 eV. The net charge is 0. The value obtained for the HOMO energy is -8.5 eV.

XYZ file:
```
16
Properties=species:S:1:pos:R:3:forces:R:3:lowdin_charge:R:1
C 0.73142 -1.22036 0.28709 2.882 -0.158 1.524 -0.30
C -0.32747 -0.21803 -0.02754 0.229 0.277 3.037 -0.53
C -1.59940 -0.97269 -0.38367 -2.225 2.313 -0.059 -0.06
C 0.28123 1.89779 -0.68887 0.512 0.062 -1.256 -0.05
N 0.26113 0.67985 -0.97031 -1.910 -0.208 -1.428 -0.04
O 2.55140 0.18204 -0.96514 1.615 0.851 -1.251 -0.58
S 2.42804 -0.33532 0.38128 -0.968 -1.749 2.048 0.85
H 0.69226 -1.94871 1.15945 -0.543 1.036 -1.139 0.12
H 1.01144 -1.68431 -0.62677 -0.143 -1.180 -0.801 0.06
H -0.40244 0.42851 0.90195 -0.903 -0.923 -0.331 0.13
H -2.24644 -1.27221 0.50726 1.628 -0.547 -0.945 0.10
H -1.47255 -1.68769 -1.22731 -0.243 0.365 0.901 0.09
H -2.28617 -0.12780 -0.67910 0.429 -0.875 -0.650 0.08
H 0.80330 2.52929 -1.38338 0.121 0.457 -0.327 0.08
H -0.14305 2.38553 0.15352 -0.499 0.129 1.264 0.07
H 1.94280 0.59789 1.31030 0.018 0.151 -0.587 -0.02
```
Forces are in eV/Å.

---

DFT (wB97M-V/def2-TZVPD) results for the ion C4H9INO with charge +1 in a non-equilibrium geometry.

As for the gap between HOMO and LUMO: 10.10 eV. Its SMILES is C[NH+](C)CC(=O)I. As for the spin multiplicity: 1. The energy above the lowest of the compared OMol25 structures with the same formula, charge and spin is 0.8918 eV. The net charge is +1. The value obtained for the HOMO energy is -13.8 eV.

XYZ file:
```
16
Properties=species:S:1:pos:R:3:forces:R:3:lowdin_charge:R:1
C 2.06256 0.40428 0.44005 -0.243 0.051 0.617 -0.88
C -0.91083 0.44326 -1.31079 0.757 -1.868 -1.730 0.03
C -1.37785 -0.29020 0.91405 0.453 1.301 1.161 0.01
C 0.92216 -0.51226 0.01978 0.719 -2.253 -0.211 -0.15
N -0.35547 0.30874 0.07074 0.980 -0.073 -1.006 -0.17
O 1.76881 1.30733 1.17488 0.562 0.042 -0.578 0.02
I 4.01182 -0.16984 -0.08845 -0.269 0.114 0.036 1.00
H -0.33480 -0.31570 -2.01140 -1.368 1.929 1.333 0.15
H -1.93853 0.13020 -1.24046 -0.301 -0.139 -0.322 0.09
H -0.91519 1.44242 -1.70174 0.479 0.476 -0.017 0.11
H -1.55998 -1.23261 0.61879 -0.406 -3.520 -1.507 0.08
H -0.98460 -0.41412 1.89653 -0.132 0.614 1.027 0.12
H -2.31568 0.19559 0.77471 -0.441 0.946 0.579 0.12
H 0.90381 -1.28642 0.83100 -0.168 0.789 -0.300 0.15
H 1.11716 -1.23321 -0.90215 -0.740 2.236 1.462 0.17
H -0.09336 1.22253 0.51447 0.118 -0.646 -0.543 0.18
```
Forces are in eV/Å.

---

DFT (wB97M-V/def2-TZVPD) results for a structure of composition C7H6ILiNO4 in a non-equilibrium geometry.

As for the gap between HOMO and LUMO: 7.60 eV. As for the spin multiplicity: 1. The energy above the lowest of the compared OMol25 structures with the same formula, charge and spin is 0.7834 eV. The net charge is +1. The value obtained for the HOMO energy is -12.8 eV.

XYZ file:
```
20
Properties=species:S:1:pos:R:3:forces:R:3:lowdin_charge:R:1
C 1.90814 -1.05658 0.70507 -1.068 0.855 -0.796 0.01
C 1.45086 -0.82700 -0.77187 0.290 -0.935 1.009 -0.53
O 1.98718 -1.40749 -1.63542 0.808 -0.641 -1.371 0.16
N 0.40071 0.13935 -1.16727 -0.655 1.638 2.105 0.00
C 0.91519 1.47810 -0.73148 0.661 -0.583 -0.194 -0.04
C -0.82811 -0.06605 -0.49909 -1.768 -0.453 0.742 -0.21
C -1.52726 -1.17496 -0.16602 0.394 -0.498 -0.279 -0.50
I -0.99551 -3.18228 -0.56389 -0.542 1.037 0.226 1.06
C -2.83420 -0.78604 0.56531 3.632 0.609 -0.593 -0.46
O -3.76374 -1.43286 0.74223 -2.378 -1.309 0.749 0.23
O -2.65786 0.55570 0.98426 0.298 -0.634 -1.644 0.13
C -1.77686 1.04561 0.01139 0.071 -0.715 0.516 -0.41
O -1.87370 2.17650 -0.31728 0.822 1.332 -0.138 0.17
H 2.35326 -2.06709 0.76772 -0.282 0.715 -0.042 0.10
H 1.01011 -0.96113 1.35367 0.781 -0.080 0.000 0.08
H 2.66856 -0.27077 0.90713 -0.414 -0.593 0.218 0.09
H 2.02031 1.48469 -0.85116 -0.780 0.243 -0.192 0.13
H 0.74696 1.51365 0.39138 0.401 -0.337 -1.180 0.02
H 0.42086 2.31112 -1.25793 0.253 -0.449 0.354 0.12
Li 0.37508 2.52753 1.53325 -0.521 0.799 0.509 0.87
```
Forces are in eV/Å.

---

DFT (wB97M-V/def2-TZVPD) results for an isolated molecule of C4H9N3 in a non-equilibrium geometry.

As for the gap between HOMO and LUMO: 9.10 eV. Its SMILES is [H]/N=C(\N)NC(=C)C. As for the spin multiplicity: 1. The energy above the lowest of the compared OMol25 structures with the same formula, charge and spin is 1.3209 eV. The net charge is 0. The value obtained for the HOMO energy is -8.4 eV.

XYZ file:
```
16
Properties=species:S:1:pos:R:3:forces:R:3:lowdin_charge:R:1
C -1.46475 1.30911 0.07617 0.766 1.984 0.084 -0.07
C -1.10673 -0.11490 0.08208 -1.947 -0.969 -0.996 -0.45
C -1.96733 -1.10153 -0.21511 -0.462 0.076 -0.711 0.03
C 1.37919 0.08806 0.07907 0.077 2.516 0.439 -0.56
H -0.66734 1.86844 -0.51437 -0.599 -0.460 1.477 0.09
H -1.52159 1.54948 1.16906 0.453 0.653 -0.970 0.10
H -2.37497 1.69516 -0.39633 -0.222 -1.108 0.112 0.08
H -3.00257 -0.84360 -0.47638 0.564 -0.058 0.149 0.06
H -1.70756 -2.15497 -0.38294 0.147 0.472 0.514 0.05
H 0.26576 -1.37689 0.74066 -0.342 -0.895 0.180 0.11
H 2.12775 -1.76973 0.25848 0.708 0.476 -0.589 0.10
H 3.26013 -0.65952 -0.55560 -1.615 -0.098 0.930 0.13
H 2.64226 1.41122 -0.29421 -0.836 0.216 0.018 0.05
N 0.14974 -0.40852 0.56237 2.104 -0.146 -0.108 0.08
N 2.35286 -0.82722 -0.06876 1.171 -2.757 -0.134 0.11
N 1.63515 1.33541 -0.06419 0.032 0.099 -0.395 0.10
```
Forces are in eV/Å.

---

DFT (wB97M-V/def2-TZVPD) results for a structure of composition H8MgN2O10 in a non-equilibrium geometry.

As for the gap between HOMO and LUMO (alpha / beta): 10.85 / 2.15 eV. As for the spin multiplicity: 2. The energy above the lowest of the compared OMol25 structures with the same formula, charge and spin is 0.4938 eV. The net charge is +1. The value obtained for the HOMO energy (alpha / beta) is -14.4 / -11.6 eV.

XYZ file:
```
21
Properties=species:S:1:pos:R:3:forces:R:3:mulliken_spin:R:1
Mg -0.23179 0.10903 -0.09931 0.665 -0.676 -0.010 0.00
N 1.82370 1.93458 -1.82750 -0.110 2.195 1.608 -0.02
O 0.88362 1.27357 -1.37288 -1.137 -1.272 -0.292 0.10
O 2.93635 1.77084 -1.37931 1.160 -0.838 -0.268 0.23
O 1.57387 2.91622 -2.49986 -0.025 -0.079 -1.084 0.26
N -1.16043 -2.30106 1.96737 -0.779 -3.809 -0.013 -0.02
O -1.03248 -1.40520 1.13654 0.260 2.348 -0.986 0.08
O -2.31082 -2.64894 2.25882 1.034 0.535 0.555 0.20
O -0.17612 -3.00010 2.29313 -0.886 1.419 0.187 0.18
O 0.47323 -1.43695 -1.26430 -0.010 0.017 -0.283 0.00
H 0.23203 -2.35381 -1.39631 -0.320 -0.328 0.089 0.00
H 1.42623 -1.42434 -1.35303 0.416 0.074 -0.151 0.00
O 1.29034 -0.18285 1.09938 0.855 0.109 0.568 0.00
H 1.03393 -0.36773 2.00287 -0.174 -0.296 0.417 0.00
H 2.24693 -0.15719 1.12186 0.393 0.184 -0.290 0.00
O -0.64047 1.80823 0.88042 -0.403 0.237 0.342 0.00
H -1.49862 1.91759 1.29011 -0.473 -0.029 0.207 0.00
H -0.22478 2.66665 0.96129 0.456 0.223 -0.093 0.00
O -1.92547 0.30010 -1.01083 -0.761 -0.001 -0.373 0.00
H -2.16067 0.98177 -1.64030 0.095 0.464 -0.259 0.00
H -2.55848 -0.40048 -1.16806 -0.255 -0.478 0.130 0.00
```
Forces are in eV/Å.